[1]
Formula: C29H50BCl2F4N4O3
Source: the Open Molecules 2025 dataset
Level of theory: ωB97M-V/def2-TZVPD

The geometry in XYZ format:
```
93
Properties=species:S:1:pos:R:3
C -0.76720 -4.19680 -4.64191
C -0.95009 -3.84814 -6.13171
B -1.90536 -2.66087 -6.52079
O -2.24891 -2.39201 -7.80176
C -2.58175 -1.67275 -5.45126
C -2.06664 -0.58809 -4.83024
C -0.74439 0.09898 -4.91080
C 0.45078 -0.86426 -4.95769
C 0.98214 -1.18752 -6.31477
F 1.96801 -2.11631 -6.29362
C 0.68557 -0.66393 -7.49871
F 1.46831 -0.77585 -8.55084
F -0.42810 -0.00996 -7.80455
N -3.06958 -0.11521 -3.98292
Cl -2.95611 1.18373 -2.93988
C -4.15666 -0.87633 -4.10009
Cl -5.58178 -0.62696 -3.26600
N -3.89619 -1.81785 -4.99024
C -4.86914 -2.82947 -5.42784
C -4.37825 -4.26216 -5.32103
F -3.89814 -4.68292 -6.55855
H -0.73420 -5.27950 -4.51036
H -1.57855 -3.83615 -4.00480
H 0.16715 -3.81584 -4.23182
H 0.03729 -3.67198 -6.57176
H -1.36697 -4.71671 -6.65145
H -1.69572 -2.87358 -8.43077
H -0.64691 0.69274 -3.99984
H -0.73581 0.82303 -5.72466
H 0.19520 -1.77013 -4.40522
H 1.27717 -0.40627 -4.40513
H -5.15295 -2.60429 -6.45756
H -5.76549 -2.71597 -4.81994
H -3.57197 -4.36904 -4.59552
H -5.21172 -4.91716 -5.06844
C -0.77397 -0.18922 3.24551
C -0.34257 -1.55062 2.66575
C 1.16462 -1.54498 2.39127
C 1.57036 -0.71680 1.17331
C 0.76171 -1.12961 -0.05575
C -0.74839 -1.08561 0.18544
N -1.10007 -1.86133 1.41052
O -1.12165 -3.12537 1.16075
C -1.22238 0.37316 0.27955
C -1.48239 -1.69174 -1.00909
C -0.66086 -2.61056 3.71271
H -1.80655 0.04999 2.98924
H -0.71143 -0.20840 4.33237
H -0.13443 0.63006 2.92223
H 1.50286 -2.57589 2.24466
H 1.67375 -1.17020 3.28155
H 1.44812 0.35030 1.37701
H 2.63267 -0.86658 0.97369
H 1.00256 -0.48053 -0.90324
H 1.04801 -2.14592 -0.34519
H -2.27744 0.42180 0.55517
H -1.10542 0.83359 -0.70324
H -0.66121 0.98762 0.97622
H -1.14504 -2.70317 -1.22511
H -1.28746 -1.07061 -1.88888
H -2.56037 -1.72017 -0.83219
H -1.73408 -2.67002 3.89834
H -0.16414 -2.33671 4.64293
H -0.30825 -3.59650 3.41954
C 3.72313 2.76865 6.68473
C 3.35391 2.71956 5.18626
C 4.10653 3.80832 4.41648
C 3.56732 5.21844 4.65045
C 2.06109 5.27359 4.40303
C 1.28236 4.23295 5.20850
N 1.87479 2.87415 4.99306
O 1.49632 2.37473 3.86801
C 1.27634 4.61327 6.69695
C -0.17684 4.21318 4.76975
C 3.77708 1.34771 4.67306
H 2.89976 2.41770 7.30591
H 4.57403 2.11712 6.87834
H 4.00834 3.76335 7.02196
H 4.05304 3.58656 3.34560
H 5.16172 3.75732 4.69383
H 3.80214 5.55828 5.66221
H 4.07070 5.91178 3.97484
H 1.67330 6.26488 4.64703
H 1.87141 5.11516 3.33645
H 0.82090 3.82349 7.29540
H 0.68425 5.51871 6.82822
H 2.26152 4.82309 7.10174
H -0.27931 4.04562 3.69989
H -0.62905 5.17604 5.00705
H -0.73216 3.43414 5.29393
H 3.21980 0.55336 5.17264
H 4.83746 1.20898 4.88249
H 3.63045 1.24939 3.59951
```

As for the orbital gap (spin up / spin down): 0.25270 / 0.29137 Eh. As for the multiplicity: 3. The LUMO energy (spin up / spin down) is -2.98 / -2.97 eV. Its net charge is +1. For the HOMO energy (spin up / spin down), the calculation gives -9.851 / -10.903 eV. Its expectation value of S² is 2.0082.



[2]
Formula: C29H50Cl22O4S
Source: the Open Molecules 2025 dataset
Level of theory: ωB97M-V/def2-TZVPD

The geometry in XYZ format:
```
106
Properties=species:S:1:pos:R:3
C -2.38777 2.25155 0.53438
C -0.89273 2.24379 0.03232
C -0.37849 0.80274 -0.42755
C 0.07304 -0.10132 0.77987
C 1.44729 0.46887 1.35087
C 1.54332 -0.06669 2.85864
S 1.30038 -1.89149 2.75103
O 0.13577 -2.36762 3.49220
O 2.51742 -2.49640 3.30820
O 1.25753 -2.31363 1.16365
C 0.12983 -1.66227 0.47763
C 0.24625 -2.03876 -1.06171
O 1.45963 -1.46952 -1.56752
C 1.62735 -1.75222 -2.92303
C 0.47481 -1.85257 -3.85786
C 0.62547 -2.11341 -5.29209
C -0.65133 -2.16600 -6.18403
C 1.96889 -2.30675 -5.87757
C 3.09796 -2.20695 -4.96610
C 2.97889 -1.93460 -3.51363
C 4.32093 -1.82555 -2.73515
C 4.91321 -0.34958 -2.84679
C 4.28170 -2.37083 -1.25788
H -2.70569 3.26715 0.90215
H -2.57795 1.48346 1.33037
H -3.09322 2.00824 -0.31101
H -0.85722 2.89387 -0.88627
H -0.21398 2.71823 0.78307
H -1.19980 0.36210 -1.05127
H 0.47942 1.00140 -1.13391
H -0.69928 0.03900 1.59398
H 1.39656 1.58090 1.42668
H 2.33491 0.14167 0.75834
H 0.71245 0.35487 3.47923
H 2.55393 0.13471 3.28257
H -0.78708 -2.13103 0.93576
H -0.68364 -1.65954 -1.54402
H 0.21192 -3.16058 -1.13122
H -0.57805 -1.71528 -3.50406
H -0.91864 -3.21499 -6.45625
H -1.47296 -1.64559 -5.62686
H -0.41863 -1.56578 -7.10876
H 2.08322 -2.48311 -6.97400
H 4.11469 -2.34816 -5.41299
H 5.06145 -2.47193 -3.29161
H 4.27003 0.41440 -2.35582
H 5.95914 -0.39267 -2.44078
H 5.02478 -0.14188 -3.94732
H 3.98612 -1.53102 -0.57828
H 3.68978 -3.30419 -1.11756
H 5.34706 -2.62082 -0.98128
Cl -5.57983 3.44564 2.31567
C -4.99563 5.03376 2.83187
Cl -3.28033 4.92245 3.23160
H -5.12227 5.75133 2.02519
H -5.56098 5.35473 3.70094
Cl -4.02936 2.50973 -8.75262
C -5.67556 1.93443 -9.03953
Cl -6.28796 1.02293 -7.65459
H -6.32235 2.78970 -9.21168
H -5.67601 1.28908 -9.91322
Cl -4.99748 6.23032 -0.93449
C -3.29563 6.65252 -0.68071
Cl -3.11738 7.44389 0.88969
H -2.68499 5.75398 -0.71598
H -2.98211 7.34273 -1.45857
Cl 6.86071 -2.11764 4.44372
C 5.42056 -1.34835 5.11847
Cl 5.50830 0.41776 4.99053
H 4.54739 -1.70116 4.57536
H 5.33585 -1.61651 6.16666
Cl -3.53397 -1.17670 -0.02062
C -3.84455 -2.87227 -0.38818
Cl -2.45388 -3.60433 -1.19076
H -4.02838 -3.40641 0.53851
H -4.71500 -2.94272 -1.03410
Cl -4.46820 3.57405 -3.11130
C -5.15722 2.01474 -3.57188
Cl -4.15974 1.19059 -4.76959
H -5.24283 1.38978 -2.68673
H -6.14093 2.18398 -4.00106
Cl -4.89912 -2.28550 2.65704
C -4.76673 -0.82647 3.64475
Cl -4.07699 0.51342 2.72297
H -5.75499 -0.53706 3.99145
H -4.12577 -1.04270 4.49461
Cl 12.23379 -1.59954 2.66281
C 10.67812 -1.92162 3.43875
Cl 9.76379 -3.15295 2.56116
H 10.85574 -2.27084 4.45166
H 10.09864 -1.00300 3.46100
Cl 3.63932 -3.78857 6.25666
C 2.27459 -4.73386 5.64678
Cl 1.47272 -5.61977 6.95140
H 1.55916 -4.05940 5.18523
H 2.64044 -5.44376 4.91125
Cl 6.36570 0.05974 1.52204
C 5.11687 1.30209 1.65031
Cl 4.44572 1.69383 0.07021
H 4.31499 0.93629 2.28452
H 5.55525 2.19416 2.08828
Cl -8.74398 1.69963 4.07032
C -8.60166 3.12977 5.10004
Cl -7.95861 4.50805 4.19999
H -9.58467 3.38719 5.48307
H -7.93122 2.90459 5.92428
```

As for the SMILES: CCC[C@@H]1CCS(=O)(=O)O[C@@H]1COc1cc(C)ccc1C(C)C.ClCCl.ClCCl.ClCCl.ClCCl.ClCCl.ClCCl.ClCCl.ClCCl.ClCCl.ClCCl.ClCCl. As for the orbital gap: 0.30798 Eh. The LUMO energy is 0.19 eV. For the HOMO energy, the calculation gives -8.191 eV.



[3]
Formula: C29H50N2O2P2Re
Source: the Open Molecules 2025 dataset
Level of theory: ωB97M-V/def2-TZVPD

The geometry in XYZ format:
```
86
Properties=species:S:1:pos:R:3
Re -0.53590 0.91951 -0.11342
C -1.68530 -0.82969 0.78348
C -0.99240 -1.89909 0.11288
C 0.29010 -2.05729 0.78988
C 0.30860 -1.13789 1.84668
C -0.91050 -0.41069 1.93928
C -1.44220 0.18271 3.22798
C -0.78020 -0.50149 4.43248
C -1.14460 1.68781 3.29258
C -2.95920 -0.02559 3.31798
C 1.44540 -3.01039 0.61028
C 1.02910 -4.38019 1.19078
C 2.65660 -2.53919 1.42868
C 1.92170 -3.15689 -0.84162
C -1.68340 -2.62319 -1.02342
C -3.21250 -2.44389 -0.93382
C -1.22380 -1.97899 -2.35052
C -1.45550 -4.13759 -1.09252
H -2.76140 -0.75669 0.77158
H 1.12390 -1.00569 2.52578
H 0.26250 -0.22029 4.53688
H -0.84630 -1.58219 4.35358
H -1.28930 -0.20349 5.34468
H -0.07430 1.86821 3.22458
H -1.49700 2.08671 4.24058
H -1.65310 2.21641 2.48238
H -3.21280 -1.07759 3.23838
H -3.48010 0.52881 2.54488
H -3.31730 0.32411 4.28108
H 0.73640 -4.27709 2.23358
H 1.88070 -5.05259 1.13848
H 0.20610 -4.83389 0.65558
H 2.47240 -2.62039 2.49518
H 2.91820 -1.51399 1.18428
H 3.50730 -3.17069 1.19888
H 1.14370 -3.47729 -1.52152
H 2.71420 -3.89649 -0.88142
H 2.32590 -2.21359 -1.19932
H -3.52210 -1.41889 -1.12392
H -3.58240 -2.76429 0.03738
H -3.68190 -3.07109 -1.68592
H -1.45700 -0.91319 -2.36142
H -1.74790 -2.45439 -3.17642
H -0.15830 -2.11309 -2.50962
H -1.82100 -4.61339 -0.18762
H -0.42610 -4.42279 -1.25642
H -2.02170 -4.53189 -1.93102
O -0.00820 1.09451 -2.17482
N 1.19410 0.84981 -2.52432
N 2.00810 0.49831 -1.62212
O 1.64020 0.35681 -0.37722
C 3.37170 0.38201 -1.96732
C 4.31960 0.34831 -0.94742
C 5.66270 0.30801 -1.26852
C 6.05550 0.30641 -2.59862
C 5.10540 0.34521 -3.61202
C 3.75930 0.38111 -3.30832
H 3.98990 0.36581 0.07898
H 6.40330 0.28291 -0.48712
H 7.10520 0.27481 -2.84762
H 5.42810 0.34431 -4.64152
H 3.01770 0.39971 -4.09132
C 0.46090 4.16561 1.39528
P 0.38170 3.19091 -0.13552
C 2.01780 3.51691 -0.86842
C -0.78610 4.10221 -1.23122
C -2.21820 3.86311 -0.77142
P -2.60940 2.06271 -0.62262
C -3.21080 1.60091 -2.27482
C -4.13080 2.11341 0.37668
H -0.48290 4.16081 1.93008
H 0.72840 5.19171 1.14578
H 1.23290 3.74881 2.03718
H 2.20580 4.58941 -0.80632
H 2.06360 3.21401 -1.91342
H 2.78530 2.99541 -0.29802
H -0.64330 3.73601 -2.25302
H -0.55120 5.16761 -1.21672
H -2.93240 4.31211 -1.46412
H -2.38060 4.32061 0.20618
H -3.97190 2.31491 -2.59022
H -3.64870 0.60671 -2.23392
H -2.38910 1.60411 -2.98842
H -4.81090 2.82371 -0.09342
H -3.92160 2.44691 1.39068
H -4.60830 1.13611 0.39848
```

As for the orbital gap (spin up / spin down): 0.21002 / 0.23993 Eh. As for the multiplicity: 2. The LUMO energy (spin up / spin down) is -8.33 / -7.52 eV. Its net charge is +2. For the HOMO energy (spin up / spin down), the calculation gives -14.047 / -14.044 eV. Its expectation value of S² is 1.1561.



no.,energy (eV)
1,-79568.676
2,-325400.193
3,-58650.309